The following is a quantum chemistry calculation of an isolated ion of composition C23H20F6NO4S and charge -1 in a non-equilibrium geometry, from OMol25.

```
55
Properties=species:S:1:pos:R:3
C -5.95724 -1.79782 -0.18153
N -4.94569 -2.04951 -1.19566
C -5.32765 -3.06858 -2.15927
C -3.61055 -1.62745 -1.04912
C -2.70155 -2.36089 -0.25358
C -1.39201 -1.91252 -0.07606
C -0.99184 -0.69162 -0.64064
C 0.43084 -0.15177 -0.45109
S 0.72199 0.27985 1.44841
C 0.88413 1.97109 1.76705
C -0.23909 2.80863 1.64533
C -0.06074 4.18452 1.70879
C -1.20245 5.09943 1.35624
F -2.39818 4.60105 1.78157
F -1.30196 5.27078 -0.00242
F -1.06355 6.34298 1.90228
C 1.16907 4.74614 2.03643
C 2.22856 3.89292 2.33560
C 3.55812 4.49850 2.70586
F 4.20861 3.74958 3.64156
F 4.38676 4.58817 1.61598
F 3.43675 5.76112 3.21195
C 2.09741 2.51164 2.24439
C 1.50193 -0.96378 -0.98647
C 1.37485 -2.24808 -1.65813
O 0.36411 -2.72771 -2.13927
O 2.54339 -2.99096 -1.80392
C 3.69614 -2.54826 -1.06729
C 4.89255 -3.30591 -1.64959
C 3.53847 -2.81868 0.42731
O 3.89767 -1.14018 -1.32574
C 2.81073 -0.32486 -1.03573
O 2.99574 0.86578 -0.87677
C -1.88163 0.05163 -1.42587
C -3.17139 -0.42976 -1.64868
H -5.59463 -1.09227 0.56988
H -6.85157 -1.37819 -0.65621
H -6.25077 -2.73007 0.31779
H -4.48861 -3.27202 -2.82916
H -5.61902 -3.99361 -1.64549
H -6.18154 -2.70515 -2.74221
H -3.03882 -3.27375 0.22962
H -0.67872 -2.53564 0.48458
H 0.55604 0.87146 -0.82039
H -1.21510 2.37129 1.46377
H 1.29114 5.82619 2.07915
H 2.91766 1.85124 2.50366
H 4.95492 -3.11996 -2.72268
H 5.80626 -2.96455 -1.16529
H 4.76161 -4.37455 -1.47818
H 2.68291 -2.26169 0.84338
H 3.38987 -3.89805 0.57440
H 4.46566 -2.50995 0.93123
H -1.53160 0.98365 -1.88126
H -3.86800 0.14013 -2.25853
```

Computed properties:
HOMO energy = -4.235 eV
LUMO level = 2.649 eV
energy = -2241.66845 Eh
net charge = -1
structure (SMILES) = CN(C)c1ccc([C@@H](Sc2cc(C(F)(F)F)cc(C(F)(F)F)c2)C2=C([O-])OC(C)(C)OC2=O)cc1

natural (NBO) population analysis, charges in e, atoms 1 to 5:
1 C -0.39
2 N -0.49
3 C -0.39
4 C 0.14
5 C -0.25

***

The following is a quantum chemistry calculation of a 2-piece molecular cluster, C8H5Br2NO2 overall in a non-equilibrium geometry, from OMol25.

```
18
Properties=species:S:1:pos:R:3
C -1.52986 0.16838 -0.10539
C -0.49618 1.08370 0.09782
C -1.30391 -1.19109 -0.06877
C 0.79547 0.67262 0.35676
C -0.01045 -1.63007 0.19224
C 1.03454 -0.69352 0.40874
C 0.56892 -2.95734 0.27345
C 1.87808 -2.68660 0.47313
N 2.19939 -1.39247 0.62060
O -0.08378 -4.09222 0.07071
O 3.35522 -4.14126 1.01143
Br 0.24234 -5.51442 1.24616
Br 3.64802 -4.08177 2.70557
H -2.52246 0.53658 -0.31030
H -0.71366 2.13971 0.04930
H -2.09913 -1.90203 -0.23118
H 1.59242 1.38265 0.51151
H 3.11793 -1.01880 0.79144
```

Computed properties:
HOMO energy (alpha / beta) = -8.483 / -8.485 eV
LUMO level (alpha / beta) = -1.567 / -1.575 eV
energy = -5660.88582 Eh
net charge = 0
relative energy (zero: lowest compared OMol25 entry of this formula, charge and spin) = 232.9 kJ/mol

natural (NBO) population analysis, charges in e, atoms 1 to 5:
1 C -0.23
2 C -0.20
3 C -0.17
4 C -0.26
5 C -0.13

***

The following is a quantum chemistry calculation of a 8-piece molecular cluster, C34H60N8O2 overall in a non-equilibrium geometry, from OMol25.

```
104
Properties=species:S:1:pos:R:3
N 3.32353 6.60392 -1.58856
C 3.13014 5.79228 -2.79068
C 2.40671 6.51600 -3.91385
C 0.89030 6.43327 -3.94153
C 0.31470 5.03493 -3.88243
O -1.08928 5.29152 -3.65140
C -1.01175 6.07711 -2.53203
O -1.64906 5.90523 -1.54113
C 0.05577 7.11031 -2.84765
H 3.04090 7.55786 -1.72684
H 2.86105 6.20712 -0.79124
H 4.10649 5.51732 -3.16508
H 2.65100 4.87329 -2.49677
H 2.75444 6.07649 -4.83785
H 2.73372 7.54503 -3.93011
H 0.61369 6.94785 -4.84943
H 0.50841 4.39306 -4.71636
H 0.65337 4.65039 -2.92898
H 0.54735 7.54340 -1.99488
H -0.52686 7.90775 -3.28811
C -1.11115 4.41635 1.11464
C -0.40474 3.46522 2.07235
C 1.07366 3.82362 2.25947
C 1.78381 3.79800 0.98320
N 2.33576 3.80520 -0.01398
H -0.67319 4.36221 0.12002
H -2.16494 4.16040 1.01663
H -1.04858 5.45083 1.45660
H -0.48729 2.44680 1.69479
H -0.89110 3.48159 3.04892
H 1.55637 3.12444 2.94174
H 1.17548 4.82766 2.67383
C -0.79470 -0.50807 -1.89063
C -0.10865 0.85365 -1.91053
C 1.26386 0.91880 -1.21635
C 1.18140 0.59114 0.21170
N 1.13750 0.39308 1.33761
H -1.02250 -0.83132 -0.87263
H -1.72891 -0.45722 -2.43573
H -0.17354 -1.27329 -2.35981
H -0.77226 1.58910 -1.44978
H 0.03423 1.15445 -2.94974
H 1.66881 1.92553 -1.30490
H 1.96454 0.22576 -1.68383
C -6.84840 -0.78025 -2.83626
C -6.27234 -1.87146 -1.94326
C -4.79001 -1.63526 -1.63017
C -3.99928 -1.61477 -2.85723
N -3.43549 -1.61171 -3.85090
H -6.34438 -0.75554 -3.80244
H -7.90842 -0.94517 -3.02737
H -6.74075 0.20185 -2.37375
H -6.39429 -2.84276 -2.42606
H -6.82610 -1.91174 -1.00403
H -4.39489 -2.41235 -0.98327
H -4.65613 -0.67944 -1.12145
C -4.19163 0.48599 -7.58871
C -3.69558 1.86846 -7.18001
C -3.90457 2.15561 -5.68953
C -5.32142 2.10354 -5.33517
N -6.42638 2.06218 -5.05313
H -5.26621 0.38760 -7.43149
H -3.99719 0.30781 -8.64618
H -3.69097 -0.29612 -7.01580
H -4.20724 2.62911 -7.77218
H -2.63078 1.95274 -7.40310
H -3.52430 3.14350 -5.42988
H -3.37408 1.41995 -5.08279
C 2.54149 -1.53217 3.86531
C 1.65196 -1.07830 5.01539
C 1.76281 -1.98126 6.25572
C 1.36820 -3.35286 5.95034
N 1.06310 -4.42534 5.71155
H 2.25717 -2.52365 3.50879
H 2.45366 -0.84657 3.02738
H 3.58943 -1.56699 4.17240
H 0.61581 -1.04631 4.67548
H 1.92404 -0.06242 5.30591
H 1.12309 -1.61483 7.05827
H 2.78890 -1.99761 6.62448
C 3.41287 -6.75982 6.63558
C 4.24529 -7.64929 7.55170
C 5.70155 -7.18598 7.67049
C 6.36749 -7.19903 6.36895
N 6.87067 -7.21017 5.34494
H 3.79509 -6.77320 5.61407
H 2.38001 -7.10220 6.60141
H 3.40934 -5.72652 6.98393
H 4.22113 -8.67561 7.18187
H 3.80171 -7.65925 8.54861
H 6.25767 -7.83734 8.34418
H 5.74828 -6.17223 8.06961
C 1.45925 -6.12872 0.48754
C 1.52849 -5.74614 1.96200
C 0.17347 -5.84224 2.67194
C -0.79424 -4.93818 2.06484
N -1.53315 -4.21371 1.58894
H 0.80552 -5.45523 -0.06859
H 2.44761 -6.07591 0.03191
H 1.08517 -7.14642 0.36283
H 1.91327 -4.72898 2.05401
H 2.23356 -6.40209 2.47432
H 0.27749 -5.57310 3.72038
H -0.21480 -6.86016 2.61895
```

Computed properties:
HOMO energy = -9.056 eV
LUMO level = 0.530 eV
energy = -1919.99526 Eh
net charge = 0
relative energy (zero: lowest compared OMol25 entry of this formula, charge and spin) = 0.0 kJ/mol
structure (SMILES) = NCC[C@H]1COC(=O)C1.CCCC#N.CCCC#N.CCCC#N.CCCC#N.CCCC#N.CCCC#N.CCCC#N

Mulliken population analysis, charges in e, atoms 1 to 5:
1 N -0.60
2 C 0.05
3 C -1.29
4 C 0.65
5 C -0.56

***

The following is a quantum chemistry calculation of an isolated ion of composition C7H10NO4 and charge -1 in a non-equilibrium geometry, from OMol25.

```
22
Properties=species:S:1:pos:R:3
C 0.73525 0.77855 -1.34162
C -0.34475 0.21841 -0.32772
C -1.52565 -0.15762 -1.12944
C 0.15961 -0.87253 0.51549
N 1.46396 -0.67022 1.47043
C 1.07406 -0.78567 3.07456
C 1.83929 -0.33200 4.15926
O 3.01937 -0.00362 4.16305
O 1.25787 -0.41830 5.36875
C -0.32096 -1.08877 2.92865
O -1.12757 -1.43163 3.83860
O -0.78560 -1.22340 1.57097
H 1.21763 0.04158 -1.93815
H 1.58257 1.12299 -0.80125
H 0.38255 1.44893 -2.05772
H -0.62944 1.14401 0.21436
H -2.45067 -0.32956 -0.55344
H -1.37397 -1.14111 -1.55409
H -1.66654 0.56708 -1.89085
H 0.36822 -1.69156 -0.12739
H 1.89558 0.15703 1.33762
H 0.30634 -0.48139 5.26463
```

Computed properties:
HOMO energy = -3.303 eV
LUMO level = 3.272 eV
energy = -628.45547 Eh
net charge = -1
relative energy (zero: lowest compared OMol25 entry of this formula, charge and spin) = 126.3 kJ/mol
structure (SMILES) = CC(C)[C@H]1N/C(=C(\[O-])O)C(=O)O1

natural (NBO) population analysis, charges in e, atoms 1 to 5:
1 C -0.60
2 C -0.26
3 C -0.60
4 C 0.28
5 N -0.66